# 1
{"formula": "H12O6", "method": "wB97M-V/def2-TZVPD", "smiles": "O.O.O.O.O.O", "molar_mass_g_mol": 108.09, "de_lowest_kcal_mol": 23.8, "lumo_ev": 0.331, "gap_ev": 11.351, "symbols": ["O", "H", "H", "O", "H", "H", "O", "H", "H", "O", "H", "H", "O", "H", "H", "O", "H", "H"], "positions_angstrom": [[1.545, 0.831, 0.573], [2.321, 1.271, 0.950], [0.890, 1.361, 0.026], [-0.277, 1.699, -0.821], [-0.818, 0.906, -0.328], [-0.186, 1.269, -1.671], [-0.867, -0.462, -1.907], [-0.158, -0.955, -1.485], [-1.584, -0.658, -1.286], [-2.227, 0.276, 0.664], [-2.257, 1.163, 1.023], [-1.551, -0.176, 1.250], [-0.251, -0.809, 1.868], [0.418, -0.099, 1.866], [0.127, -1.397, 1.156], [1.258, -1.527, -0.523], [1.867, -2.071, -1.092], [1.750, -0.621, -0.263]]}

# 2
{"formula": "C24H28O3", "method": "wB97M-V/def2-TZVPD", "molar_mass_g_mol": 364.48, "de_lowest_kcal_mol": 55.7, "lumo_ev": -2.225, "gap_ev": 4.166, "symbols": ["C", "C", "O", "C", "C", "C", "C", "C", "O", "O", "H", "H", "H", "H", "H", "H", "H", "H", "H", "H", "H", "C", "C", "C", "C", "C", "C", "C", "C", "C", "C", "C", "C", "C", "C", "C", "C", "C", "H", "H", "H", "H", "H", "H", "H", "H", "H", "H", "H", "H", "H", "H", "H", "H", "H"], "positions_angstrom": [[1.249, 4.256, -4.431], [1.838, 2.877, -4.305], [1.058, 2.146, -3.341], [1.616, 0.954, -2.989], [0.629, 0.091, -2.284], [-0.737, 0.600, -2.121], [0.985, -1.315, -2.191], [-0.163, -2.309, -2.194], [2.156, -1.676, -2.014], [2.787, 0.698, -3.218], [1.798, 4.811, -5.194], [0.195, 4.219, -4.723], [1.336, 4.803, -3.486], [1.795, 2.337, -5.262], [2.878, 2.917, -3.961], [-0.728, 1.686, -2.293], [-1.437, 0.138, -2.842], [-1.108, 0.395, -1.104], [-1.033, -1.950, -1.630], [-0.471, -2.494, -3.233], [0.180, -3.249, -1.754], [2.528, 5.018, 2.064], [1.967, 3.747, 1.517], [2.624, 3.094, 0.464], [2.243, 1.819, 0.086], [1.205, 1.145, 0.783], [1.013, -0.261, 0.635], [0.090, -0.988, 1.393], [-0.205, -2.332, 1.189], [-1.335, -3.004, 1.752], [-1.566, -4.387, 1.503], [-2.592, -5.066, 2.140], [-3.452, -4.399, 3.024], [-4.536, -5.155, 3.726], [-3.282, -3.023, 3.232], [-2.273, -2.324, 2.584], [0.389, 1.920, 1.655], [0.796, 3.187, 2.048], [1.892, 5.414, 2.861], [3.531, 4.858, 2.481], [2.624, 5.778, 1.281], [3.459, 3.588, -0.032], [2.758, 1.292, -0.719], [1.777, -0.813, 0.083], [-0.409, -0.485, 2.231], [0.493, -2.926, 0.593], [-0.906, -4.904, 0.804], [-2.738, -6.135, 1.970], [-5.071, -4.504, 4.422], [-5.263, -5.571, 3.019], [-4.124, -5.998, 4.294], [-3.960, -2.507, 3.919], [-2.188, -1.245, 2.721], [-0.534, 1.490, 2.051], [0.220, 3.744, 2.793]]}

# 3
{"formula": "C45H64N5O2PRuS", "method": "wB97M-V/def2-TZVPD", "molar_mass_g_mol": 871.15, "lumo_ev": [-3.124, -3.147], "gap_ev": [6.481, 6.195], "total_charge": 1, "spin_multiplicity": 2, "symbols": ["Ru", "C", "C", "C", "C", "C", "C", "C", "N", "C", "C", "C", "C", "C", "C", "C", "N", "C", "C", "C", "C", "H", "H", "H", "H", "H", "H", "H", "H", "H", "H", "H", "H", "H", "H", "H", "H", "H", "H", "H", "H", "H", "H", "H", "H", "C", "C", "C", "C", "P", "N", "C", "C", "C", "C", "C", "C", "C", "C", "H", "H", "H", "H", "H", "H", "H", "H", "H", "H", "H", "H", "H", "H", "H", "H", "H", "H", "H", "H", "H", "H", "H", "H", "H", "H", "H", "C", "O", "C", "C", "C", "C", "C", "C", "N", "C", "C", "C", "C", "C", "C", "C", "O", "H", "H", "H", "H", "H", "H", "H", "H", "H", "H", "H", "H", "H", "S", "C", "N"], "positions_angstrom": [[-0.209, 0.327, 0.441], [6.910, -0.316, -0.150], [6.165, 1.017, -0.236], [6.645, 1.769, -1.483], [6.481, 1.847, 1.019], [4.655, 0.826, -0.290], [3.813, 1.895, -0.588], [2.444, 1.734, -0.539], [1.874, 0.563, -0.244], [2.661, -0.484, 0.004], [4.041, -0.389, 0.009], [1.930, -1.736, 0.313], [2.492, -2.988, 0.133], [1.780, -4.134, 0.468], [0.510, -3.937, 1.003], [0.007, -2.659, 1.135], [0.682, -1.573, 0.773], [2.325, -5.538, 0.237], [3.840, -5.533, 0.029], [1.993, -6.438, 1.436], [1.646, -6.097, -1.023], [7.983, -0.130, -0.180], [6.662, -0.971, -0.988], [6.699, -0.844, 0.781], [7.731, 1.865, -1.453], [6.230, 2.775, -1.543], [6.377, 1.233, -2.395], [7.560, 1.963, 1.125], [6.100, 1.360, 1.918], [6.036, 2.843, 0.956], [4.208, 2.870, -0.833], [1.763, 2.554, -0.723], [4.624, -1.260, 0.262], [3.488, -3.056, -0.278], [-0.105, -4.770, 1.311], [-0.958, -2.477, 1.560], [4.361, -5.082, 0.876], [4.128, -5.002, -0.880], [4.192, -6.559, -0.073], [2.300, -5.978, 2.377], [2.521, -7.386, 1.336], [0.929, -6.665, 1.496], [1.897, -5.500, -1.902], [0.561, -6.106, -0.916], [1.979, -7.121, -1.200], [-5.316, -2.208, 1.482], [-3.807, -2.044, 1.274], [-3.192, -1.401, 2.530], [-3.225, -3.463, 1.137], [-3.306, -0.992, -0.228], [-1.794, -0.490, -0.144], [-3.395, -2.010, -1.818], [-4.675, -2.848, -1.959], [-3.338, -1.050, -3.016], [-2.156, -2.918, -1.919], [-4.502, 0.472, -0.324], [-5.960, 0.168, -0.691], [-4.441, 1.174, 1.043], [-3.970, 1.468, -1.352], [-5.471, -2.936, 2.282], [-5.827, -2.584, 0.599], [-5.793, -1.285, 1.797], [-3.237, -2.126, 3.347], [-3.722, -0.511, 2.859], [-2.155, -1.114, 2.383], [-3.787, -4.080, 0.445], [-3.284, -3.945, 2.117], [-2.194, -3.469, 0.820], [-5.580, -2.266, -1.815], [-4.709, -3.696, -1.285], [-4.707, -3.246, -2.977], [-4.265, -0.498, -3.141], [-3.195, -1.650, -3.917], [-2.508, -0.346, -2.941], [-2.257, -3.829, -1.336], [-1.252, -2.395, -1.605], [-2.034, -3.213, -2.964], [-6.478, -0.451, 0.031], [-6.045, -0.296, -1.671], [-6.496, 1.120, -0.746], [-4.917, 0.609, 1.838], [-4.974, 2.125, 0.960], [-3.412, 1.391, 1.343], [-4.281, 1.241, -2.366], [-2.888, 1.523, -1.325], [-4.372, 2.452, -1.107], [1.094, 6.571, -0.742], [0.571, 5.585, 0.139], [1.392, 4.600, 0.573], [2.710, 4.426, 0.156], [3.493, 3.420, 0.710], [2.974, 2.576, 1.681], [1.662, 2.742, 2.090], [0.870, 3.731, 1.533], [-0.437, 3.947, 2.053], [-1.492, 4.342, 1.411], [-1.660, 4.257, 0.010], [-2.504, 5.168, -0.660], [-2.611, 5.142, -2.024], [-1.886, 4.168, -2.741], [-1.112, 3.230, -2.100], [-1.004, 3.224, -0.691], [-0.294, 2.364, -0.030], [0.288, 7.279, -0.905], [1.383, 6.127, -1.696], [1.948, 7.081, -0.295], [3.134, 5.088, -0.582], [4.523, 3.318, 0.392], [3.582, 1.800, 2.122], [1.241, 2.098, 2.851], [-0.550, 3.790, 3.057], [-2.298, 4.732, 2.032], [-3.032, 5.918, -0.081], [-3.236, 5.853, -2.544], [-1.952, 4.150, -3.822], [-0.583, 2.460, -2.648], [-1.938, 1.875, 4.361], [-0.996, 1.172, 3.239], [-0.314, 0.668, 2.429]]}